The following is a quantum chemistry calculation of a structure of composition C27H32F5N2OPdSe2Te2 in a non-equilibrium geometry, from the Open Molecules 2025 dataset.

CARTESIAN COORDINATES (ANGSTROEM)
1 Pd 0.21838 -2.48114 -1.70907
2 Te -0.51487 -1.76614 -4.00819
3 C 1.53812 -1.87627 -3.64106
4 C 2.34388 -0.72079 -3.57008
5 C 3.62290 -0.80866 -3.07590
6 C 4.12743 -2.03075 -2.60507
7 C 3.35740 -3.16604 -2.66773
8 C 2.05741 -3.10861 -3.20249
9 H 1.94524 0.22765 -3.90792
10 H 4.24809 0.07601 -3.04332
11 H 5.13293 -2.07919 -2.20845
12 H 3.74384 -4.11534 -2.32294
13 H 1.50950 -4.02866 -3.37403
14 F 2.16767 -4.76195 -0.22432
15 Te 0.71167 -4.62756 0.93206
16 F 0.58448 -6.47057 0.97095
17 F 1.17253 -2.78148 1.14600
18 F -0.51153 -4.48905 2.40297
19 F 1.93517 -4.81850 2.32741
20 O -0.55434 -4.21640 -0.25151
21 Se -1.00325 -2.00881 3.04505
22 C -0.92997 -2.58259 4.77344
23 C -2.01036 -2.29230 5.63973
24 C -1.94053 -2.67858 6.95426
25 C -0.82071 -3.37801 7.41162
26 C 0.24169 -3.68512 6.55920
27 C 0.20447 -3.28707 5.24592
28 H -2.88114 -1.77591 5.25735
29 H -2.75460 -2.45950 7.63016
30 H -0.78017 -3.69370 8.44590
31 H 1.09455 -4.23355 6.93270
32 H 1.01277 -3.51352 4.56960
33 C 2.38806 2.53665 2.05658
34 C 0.95199 2.06861 1.85171
35 C 0.85510 0.62150 1.37056
36 C 1.27780 0.41261 -0.07584
37 N 0.35183 1.04571 -1.01522
38 C -0.85836 0.57837 -1.38659
39 Se -1.61878 -1.08809 -0.92959
40 N -1.45045 1.49025 -2.17335
41 C -2.77189 1.34054 -2.78209
42 C -3.89406 1.68368 -1.81037
43 C -3.94213 3.15494 -1.40206
44 C -4.45181 4.06966 -2.51047
45 C -0.58526 2.56195 -2.35680
46 C -0.70245 3.73122 -3.10019
47 C 0.37370 4.59574 -3.07744
48 C 1.52909 4.30976 -2.33714
49 C 1.64382 3.15002 -1.59677
50 C 0.56021 2.27883 -1.62230
51 H 2.42298 3.58089 2.36577
52 H 2.98458 2.44724 1.14645
53 H 2.88274 1.94232 2.82703
54 H 0.43719 2.72864 1.14613
55 H 0.40842 2.16222 2.79539
56 H -0.17260 0.25800 1.46591
57 H 1.48419 -0.02461 1.99097
58 H 1.32469 -0.64909 -0.31439
59 H 2.26321 0.82837 -0.27703
60 H -2.85285 0.30754 -3.11949
61 H -2.78591 1.98003 -3.66340
62 H -3.78707 1.04467 -0.93014
63 H -4.83844 1.40079 -2.28344
64 H -2.95111 3.47996 -1.06859
65 H -4.59538 3.25357 -0.53284
66 H -3.85269 3.99398 -3.42008
67 H -4.43783 5.11379 -2.19887
68 H -5.47842 3.81502 -2.77880
69 H -1.59089 3.95936 -3.67109
70 H 0.32472 5.51535 -3.64404
71 H 2.34900 5.01474 -2.34606
72 H 2.53638 2.93740 -1.02427

## Properties
LUMO (alpha / beta)	-0.245 / -0.245	Ha
charge	+1
Kohn-Sham gap (alpha / beta)	3.57 / 3.57	eV
relative energy (zero: lowest compared OMol25 entry of this formula, charge and spin)	246.1	kJ/mol
E	-195885.4076	eV
HOMO energy (alpha / beta)	-10.2 / -10.2	eV

***

The following is a quantum chemistry calculation of a structure of composition C27H32N3O8Si2V, from the Open Molecules 2025 dataset.

CARTESIAN COORDINATES (ANGSTROEM)
1 V -0.22314 0.88268 0.49550
2 O -4.86523 1.17933 1.43449
3 C -3.53205 1.16145 1.68833
4 O -3.01949 0.26153 2.30110
5 C -2.82297 2.34953 1.16923
6 C -3.48379 3.46876 0.79703
7 C -2.75490 4.60808 0.31928
8 C -1.40048 4.55147 0.33821
9 C -0.71369 3.39737 0.79199
10 N -1.45173 2.22237 1.10169
11 C 0.66575 3.28802 1.05657
12 O 1.52651 4.28421 0.70301
13 O 1.15578 2.26797 1.59144
14 H -5.20427 0.35707 1.81602
15 H -4.56134 3.49363 0.86471
16 H -3.28030 5.49758 0.00402
17 H -0.83583 5.43024 0.04307
18 H 1.06920 4.90115 0.12130
19 C -3.59373 1.51660 -2.30933
20 Si -1.77536 1.00963 -2.36576
21 C -1.57025 -0.01178 -3.93687
22 C -0.76537 2.59393 -2.51212
23 N -1.37183 0.14985 -0.89443
24 C -1.59826 -1.20659 -0.73590
25 C -2.40020 -2.01169 -1.54830
26 C -2.51574 -3.37558 -1.30951
27 C -1.83202 -3.95731 -0.25222
28 C -1.06225 -3.16332 0.59047
29 C -0.96402 -1.78859 0.38528
30 N -0.27713 -0.89501 1.20938
31 Si 0.21696 -1.33538 2.82656
32 C 0.64718 0.20889 3.78483
33 C -1.15615 -2.20071 3.77571
34 C 1.74208 -2.44452 2.79354
35 H -3.92052 1.87252 -3.29223
36 H -3.76471 2.31268 -1.58352
37 H -4.22731 0.66994 -2.03046
38 H -1.24781 0.65855 -4.73909
39 H -2.50142 -0.48789 -4.25223
40 H -0.80237 -0.77420 -3.81809
41 H -1.41239 3.47551 -2.49356
42 H -0.22271 2.56774 -3.45857
43 H -0.01112 2.70760 -1.73408
44 H -2.93816 -1.57314 -2.37848
45 H -3.13482 -3.98148 -1.96091
46 H -1.89790 -5.02412 -0.07429
47 H -0.53084 -3.62349 1.41354
48 H -0.20947 0.88403 3.84485
49 H 1.47651 0.77174 3.35940
50 H 0.91763 -0.09489 4.80153
51 H -2.09174 -1.65697 3.63525
52 H -0.90949 -2.18913 4.84220
53 H -1.31553 -3.23735 3.47914
54 H 2.47887 -2.06080 2.08326
55 H 1.50595 -3.46996 2.50104
56 H 2.21083 -2.47719 3.78157
57 O 1.17389 0.24291 -2.72019
58 C 1.77723 0.22426 -1.65985
59 O 1.39991 0.77933 -0.55239
60 C 3.07144 -0.54104 -1.52478
61 C 3.53375 -1.28001 -2.60390
62 C 4.70210 -2.04051 -2.52194
63 C 5.36502 -2.01772 -1.32005
64 O 6.52942 -2.66585 -0.97997
65 C 6.74810 -2.37257 0.39869
66 O 5.77529 -1.42777 0.81726
67 C 4.90942 -1.27746 -0.24539
68 C 3.76605 -0.52658 -0.30742
69 H 2.95177 -1.25713 -3.51531
70 H 5.06825 -2.62285 -3.35635
71 H 7.74539 -1.94458 0.51910
72 H 6.64070 -3.29142 0.98368
73 H 3.39884 0.05842 0.52423

## Properties
LUMO (alpha / beta)	0.096 / 0.096	Ha
charge	-1
Kohn-Sham gap (alpha / beta)	6.09 / 6.00	eV
relative energy (zero: lowest compared OMol25 entry of this formula, charge and spin)	0.0	kJ/mol
<S²>	0.91
E	-90818.9892	eV
HOMO energy (alpha / beta)	-3.5 / -3.4	eV
spin multiplicity	2

***

The following is a quantum chemistry calculation of a cluster of 2 separate species, C27H32O5 in total in a non-equilibrium geometry, from the Open Molecules 2025 dataset.

CARTESIAN COORDINATES (ANGSTROEM)
1 C -3.73167 5.59351 -0.35954
2 C -3.40077 4.21283 0.12950
3 O -2.02242 4.02096 -0.25267
4 C -1.56028 2.79689 0.05382
5 C -0.12479 2.68649 -0.28989
6 C 0.67733 2.06156 0.74613
7 O 0.23432 1.73652 1.85775
8 C 2.16437 1.82155 0.46182
9 C 2.49151 1.30238 -0.92251
10 C 2.25010 2.28540 -2.07883
11 C 1.84650 3.69833 -1.64100
12 C 0.42910 3.82351 -1.06920
13 O -2.30962 1.92890 0.49834
14 H -4.73794 5.86565 -0.05306
15 H -3.02417 6.33107 0.03493
16 H -3.68053 5.62189 -1.45543
17 H -3.48067 4.11939 1.22301
18 H -4.01992 3.44305 -0.34609
19 H 2.66912 2.77374 0.65829
20 H 2.51072 1.08896 1.20061
21 H 3.55733 1.03186 -0.92061
22 H 1.94174 0.37016 -1.10840
23 H 3.19170 2.37718 -2.64223
24 H 1.51850 1.86087 -2.78476
25 H 2.56692 4.06869 -0.90252
26 H 1.90959 4.37409 -2.50482
27 H -0.26145 4.06104 -1.89676
28 H 0.42397 4.72348 -0.41834
29 C -0.21677 -3.54768 -6.01817
30 O -0.98000 -2.38423 -5.61844
31 C -0.85128 -1.93001 -4.34280
32 C -1.50783 -0.70585 -4.02700
33 C -1.41228 -0.18241 -2.75818
34 C -0.71918 -0.88400 -1.73186
35 C -0.75528 -0.46320 -0.36247
36 C -0.57333 -1.35493 0.69561
37 C -0.66078 -1.05188 2.05350
38 C -0.15755 -1.90021 3.08402
39 C -0.33440 -1.58711 4.46321
40 C 0.19493 -2.38223 5.45452
41 C 0.94918 -3.53773 5.11477
42 O 1.52439 -4.22206 6.13688
43 C 2.37689 -5.34610 5.82279
44 C 1.09526 -3.90378 3.75039
45 C 0.57001 -3.07950 2.76999
46 C 0.00148 -2.05126 -2.09156
47 C -0.10490 -2.61735 -3.34845
48 H -0.41438 -3.61910 -7.08800
49 H 0.85918 -3.41322 -5.83496
50 H -0.56743 -4.45671 -5.50865
51 H -2.09190 -0.22162 -4.81283
52 H -1.90836 0.75546 -2.50432
53 H -1.10480 0.53159 -0.13494
54 H -0.42548 -2.40701 0.43959
55 H -1.15568 -0.12900 2.34230
56 H -0.89320 -0.69247 4.72711
57 H 0.07886 -2.14781 6.51505
58 H 2.72508 -5.68725 6.79561
59 H 1.81841 -6.14588 5.31368
60 H 3.23066 -5.04621 5.19623
61 H 1.64189 -4.81246 3.48504
62 H 0.74516 -3.34650 1.73084
63 H 0.63392 -2.53033 -1.34567
64 H 0.36093 -3.57988 -3.58037

## Properties
LUMO	-0.068	Ha
Kohn-Sham gap	4.31	eV
E	-38752.0598	eV
HOMO energy	-6.1	eV

***

The following is a quantum chemistry calculation of a cluster of 2 separate species, C27H32O6 in total in a non-equilibrium geometry, from the Open Molecules 2025 dataset.

CARTESIAN COORDINATES (ANGSTROEM)
1 C 3.84252 2.04498 1.96399
2 C 3.44686 0.66550 2.40778
3 O 2.04075 0.73213 2.70765
4 C 1.49009 -0.47596 2.93766
5 C 0.03485 -0.54384 2.90911
6 C -0.61070 -1.89276 2.68162
7 C -0.51334 -2.76582 3.91386
8 C -0.01275 -2.68150 1.51586
9 C -0.65272 0.66934 2.51039
10 O -0.19926 1.77291 2.25510
11 O -2.00583 0.42403 2.39476
12 C -2.64960 1.41292 1.55780
13 C -2.61412 2.81430 2.11610
14 O 2.20480 -1.46058 3.13694
15 H 4.92727 2.13558 1.90095
16 H 3.46286 2.22782 0.95341
17 H 3.43950 2.81180 2.62606
18 H 3.61070 -0.03738 1.57693
19 H 3.99446 0.31138 3.29225
20 H -1.66090 -1.65604 2.47793
21 H -1.04512 -2.29693 4.73855
22 H -0.98045 -3.73640 3.70982
23 H 0.54026 -2.88737 4.18458
24 H -0.06696 -2.13588 0.56964
25 H 1.03520 -2.87970 1.74827
26 H -0.56524 -3.62055 1.42271
27 H -2.15502 1.41953 0.57395
28 H -3.66835 1.03155 1.45920
29 H -3.59023 3.28133 1.93895
30 H -2.38889 2.84177 3.18464
31 H -1.83256 3.37665 1.59566
32 C -6.49660 -5.24566 5.14003
33 C -5.23378 -5.16307 6.00130
34 C -4.80391 -3.74511 5.80117
35 C -5.91249 -3.03858 5.26402
36 O -6.94293 -3.84793 4.89465
37 C -5.85692 -1.65068 5.05496
38 C -4.67179 -1.00367 5.29324
39 C -3.50228 -1.69761 5.75117
40 C -2.29075 -1.02436 6.08528
41 C -2.20680 0.37723 6.36098
42 C -1.79345 0.78463 7.65836
43 C -1.95200 2.10146 8.02350
44 C -2.35088 3.06234 7.06030
45 O -2.21532 4.34748 7.48826
46 C -1.63598 4.27775 8.85807
47 C -1.71681 2.81473 9.31127
48 C -2.70704 2.68949 5.75299
49 C -2.58385 1.36511 5.40775
50 C -3.60401 -3.10496 5.98842
51 H -6.26117 -5.69316 4.16267
52 H -7.32873 -5.78314 5.60702
53 H -5.50008 -5.32764 7.05758
54 H -4.46711 -5.88619 5.71535
55 H -6.75215 -1.13765 4.71677
56 H -4.62638 0.07609 5.15723
57 H -1.52406 -1.63763 6.58937
58 H -1.43056 0.06056 8.38861
59 H -0.58635 4.60609 8.80279
60 H -2.19581 4.96808 9.49661
61 H -2.58397 2.67228 9.97895
62 H -0.81461 2.47203 9.82305
63 H -3.09446 3.43773 5.07109
64 H -2.80406 1.03484 4.39222
65 H -2.73234 -3.66808 6.31734

## Properties
LUMO	-0.093	Ha
Kohn-Sham gap	3.31	eV
relative energy (zero: lowest compared OMol25 entry of this formula, charge and spin)	210.6	kJ/mol
E	-40799.3450	eV
HOMO energy	-5.8	eV